w | # C24H33CoN3O2PS4

A molecular structure, C24H33CoN3O2PS4 (ωB97M-V/def2-TZVPD, OMol25).

Geometry as ORCA input:
```
! RIJCOSX wB97M-V def2-TZVPD def2/J DEFGRID3
* xyz 1 4
H 1.73 0.62 3.51
H 1.96 3.98 0.04
H 1.02 3.95 2.36
O -2.76 -3.37 -0.52
C -1.37 3.01 3.42
C 1.14 1.18 2.79
C 2.82 -1.48 -3.42
H 2.81 -2.45 4.44
H -5.25 0.47 -1.95
S -1.24 -0.35 -2.42
C 4.22 -3.50 1.55
H -0.47 3.23 3.99
H 1.07 -1.73 2.87
H 1.06 -4.22 -4.36
H -1.89 1.16 4.37
H -5.25 2.84 0.03
H 5.10 -4.02 1.18
C 2.11 -2.43 1.12
C 1.96 -2.20 2.49
H -2.53 0.46 -4.68
H -4.72 2.96 -1.64
C 4.08 -3.27 2.91
C 2.94 -2.62 3.38
C 0.92 -3.26 -2.45
H 0.16 -3.95 -2.10
C 0.95 3.61 0.22
H 3.57 -0.79 -3.79
H -6.68 1.44 -1.56
C -4.84 2.27 -0.80
C -0.54 -3.18 0.37
C 1.42 -3.41 -3.74
H 3.37 -3.28 -0.40
C 0.41 4.23 1.50
H 0.23 1.96 -2.21
C -1.23 1.09 -3.26
C 1.93 1.27 1.48
P 0.74 -1.93 0.03
C -5.73 1.08 -1.18
H 2.79 1.93 1.62
H 0.98 2.17 3.22
H 2.77 -2.65 -5.22
C 1.37 -2.22 -1.64
H 4.84 -3.60 3.60
N -0.49 2.15 -2.89
H -0.35 2.93 -3.51
H -1.88 2.03 -4.98
S -1.34 3.91 1.84
C 3.24 -3.09 0.65
S 1.01 1.81 0.03
H -5.92 0.44 -0.31
H 0.34 3.95 -0.63
C -3.51 1.81 -0.41
H 0.52 5.31 1.40
H -2.19 3.47 3.98
C 2.37 -2.52 -4.22
Co -0.92 0.00 0.15
C -1.68 1.52 3.36
N -2.00 1.25 -4.35
H -0.52 -3.31 1.46
C -1.95 -2.66 0.04
O -2.16 -1.43 0.45
H 2.33 0.29 1.23
N -2.48 1.42 -0.09
H -0.34 -4.15 -0.08
C 2.32 -1.33 -2.14
H 2.67 -0.50 -1.52
H -2.58 1.35 2.76
S -0.47 0.38 2.62
*
```

E_HOMO (spin up / spin down) = -10.6 / -11.0 eV
Orbital gap (spin up / spin down) = 8.476 / 8.724 eV
LUMO energy (spin up / spin down) = -2.14 / -2.29 eV



x | # C24H33CoN3O2PS4

A molecular structure, C24H33CoN3O2PS4 (ωB97M-V/def2-TZVPD, OMol25).

Geometry as ORCA input:
```
! RIJCOSX wB97M-V def2-TZVPD def2/J DEFGRID3
* xyz 1 4
O -0.92 -1.68 2.14
N -2.06 3.09 -1.13
H -1.30 -3.24 -2.77
H -0.11 0.08 -5.17
C -0.98 2.99 -1.92
H -2.46 0.64 -5.71
H -3.40 -1.23 0.16
H 3.23 2.04 -2.40
H 2.99 -0.33 4.66
S 0.49 2.40 -1.35
H 4.51 -0.67 -1.68
C 3.66 -0.04 -1.95
H -2.02 3.71 -3.56
H -1.95 2.83 -0.16
H 0.26 2.80 3.67
H 3.28 1.39 4.73
H 2.57 3.03 2.77
C -0.55 -3.63 -2.09
S -0.11 -0.18 4.75
C -1.97 1.34 3.22
C -0.88 -0.05 -4.42
C 1.87 2.35 2.28
C 2.66 -0.18 -0.89
H 1.48 -6.31 -1.74
H 4.80 1.46 -2.97
C -2.20 -1.76 1.85
H -0.24 -5.40 -3.26
S -0.80 1.68 1.86
C -0.20 -2.90 -0.95
S 2.37 0.66 2.67
C 0.44 2.77 2.60
N -1.14 3.38 -3.19
C -1.43 1.05 4.62
C 4.08 1.41 -2.16
P -1.03 -1.31 -0.55
H 3.22 -0.46 -2.86
H -2.95 3.43 -1.45
C 0.05 -4.85 -2.37
H -2.54 0.49 2.85
C 0.77 -3.43 -0.10
C -2.20 0.27 -4.72
H -3.65 -0.53 -1.78
C -0.56 -0.53 -3.16
H 2.11 -5.05 0.30
H 0.47 -0.79 -2.94
H -4.22 0.33 -4.00
C -3.19 0.10 -3.77
H -2.28 0.69 5.20
H -2.77 -2.88 0.10
C 1.28 0.82 5.32
O -3.08 -1.76 2.68
H 1.05 -2.93 0.82
C 1.37 -4.65 -0.38
C -2.52 -1.84 0.35
H 0.99 1.87 5.36
H -1.09 1.96 5.11
C 1.01 -5.36 -1.52
C 2.53 0.64 4.47
H -0.35 3.30 -3.81
C -2.86 -0.39 -2.51
H 2.04 2.44 1.20
C -1.54 -0.71 -2.19
H -2.65 2.20 3.27
H 0.28 3.78 2.21
H 4.56 1.81 -1.26
N 1.88 -0.26 -0.06
H 1.53 0.53 6.34
Co 0.35 -0.44 1.36
*
```

E_HOMO (spin up / spin down) = -10.7 / -10.9 eV
Orbital gap (spin up / spin down) = 8.821 / 8.196 eV
LUMO energy (spin up / spin down) = -1.88 / -2.74 eV



Tell me which of them is the least stable. Sure, it is x.



w | # C3H11N2

A single C3H11N2 molecule (ωB97M-V/def2-TZVPD, OMol25).

Geometry as ORCA input:
```
! RIJCOSX wB97M-V def2-TZVPD def2/J DEFGRID3
* xyz 0 2
H -1.09 -1.64 -0.73
H -1.12 -0.06 1.40
H -0.46 1.53 1.13
H -1.34 1.30 -0.84
H 1.51 0.35 1.85
H 0.91 -1.14 1.12
C 1.00 -0.07 0.98
H -1.91 -0.72 -1.98
H 2.26 1.16 -0.20
C -1.66 -0.72 -0.92
C -0.41 0.51 0.78
H -2.60 -0.76 -0.37
N -0.84 0.44 -0.61
H 2.66 -0.48 -0.34
N 1.85 0.18 -0.22
H 1.25 0.13 -1.05
*
```

E_HOMO (spin up / spin down) = -3.3 / -9.8 eV
Orbital gap (spin up / spin down) = 4.312 / 10.564 eV
LUMO energy (spin up / spin down) = 0.97 / 0.75 eV



x | # C3H11N2

2 unconnected molecules or ions with the total composition C3H11N2 (ωB97M-V/def2-TZVPD, OMol25).

Geometry as ORCA input:
```
! RIJCOSX wB97M-V def2-TZVPD def2/J DEFGRID3
* xyz 0 2
H -0.89 -1.39 -0.85
H 0.67 -2.39 0.12
H 2.55 -0.95 1.41
N -0.09 -0.85 -0.92
C -1.76 2.12 -0.11
H -0.57 0.42 -0.15
C 0.73 -1.36 0.21
H -2.12 1.96 -1.05
H 0.19 -1.32 1.18
H 2.05 0.19 0.37
H 0.50 -1.23 -1.80
N -1.14 1.16 0.50
H -1.73 3.19 0.26
H 2.69 -1.31 -0.51
C 2.07 -0.85 0.30
H -0.99 1.23 1.53
*
```

E_HOMO (spin up / spin down) = -5.0 / -9.4 eV
Orbital gap (spin up / spin down) = 5.786 / 10.216 eV
LUMO energy (spin up / spin down) = 0.80 / 0.79 eV



Tell me which of them is the least stable. Sure, it is x.



w | # C6H8NO2S

A molecular structure, C6H8NO2S (ωB97M-V/def2-TZVPD, OMol25).

Geometry as ORCA input:
```
! RIJCOSX wB97M-V def2-TZVPD def2/J DEFGRID3
* xyz -1 1
H 1.61 -1.99 0.06
N -0.12 -0.87 -1.95
H -1.78 1.72 -1.80
H -0.12 1.53 -2.01
H 0.78 -0.39 1.87
O -2.57 0.21 1.16
C 1.59 -0.88 -0.09
S -0.79 2.49 0.21
C -0.90 1.35 -1.27
C -0.96 -0.08 -0.94
H 2.22 0.61 1.26
C -2.21 -0.73 0.53
C 0.36 -0.66 -0.81
C 1.73 -0.35 1.32
H -1.50 1.50 0.91
H 2.44 -0.56 -0.81
O -2.22 -1.91 0.48
H 2.45 -0.98 1.87
*
```

E_HOMO = -3.5 eV
Orbital gap = 6.954 eV
LUMO energy = 3.42 eV



x | # C6H8NO2S

A gas-phase ion, C6H8NO2S (charge -1) (ωB97M-V/def2-TZVPD, OMol25).

Geometry as ORCA input:
```
! RIJCOSX wB97M-V def2-TZVPD def2/J DEFGRID3
* xyz -1 1
S 2.35 -1.10 1.61
H 0.40 -2.68 0.17
H -2.09 1.19 -1.20
C -0.48 0.84 0.17
O 3.69 -0.83 1.06
C 0.75 -1.88 -0.63
C 1.35 -0.73 0.02
H -1.82 -0.79 -2.33
N -0.30 -1.69 -1.62
H -1.03 2.54 1.40
O 2.02 -2.54 1.68
C -1.01 -0.68 -1.70
H 1.81 0.04 -0.71
C -0.43 1.69 1.40
H 0.53 1.77 1.75
C -1.14 0.66 -0.97
H 1.55 -2.28 -1.15
H -0.93 0.92 2.21
*
```

E_HOMO = -3.6 eV
Orbital gap = 7.162 eV
LUMO energy = 3.51 eV



Tell me which of them is the least stable. Sure, it is x.



w | # C2HClN2O2

2 unconnected molecules or ions with the total composition C2HClN2O2 (ωB97M-V/def2-TZVPD, OMol25).

Geometry as ORCA input:
```
! RIJCOSX wB97M-V def2-TZVPD def2/J DEFGRID3
* xyz 0 1
C 2.42 -0.52 0.26
O -1.95 2.14 -0.61
H -0.55 0.38 0.40
N 1.67 0.23 0.67
O -1.83 -1.28 0.09
N -1.63 0.93 -0.69
Cl 3.44 -1.73 -0.08
C -1.57 -0.15 -0.03
*
```

E_HOMO = -9.7 eV
Orbital gap = 8.841 eV
LUMO energy = -0.84 eV
SMILES = O=CN=O.N#CCl



x | # C2HClN2O2

A single C2HClN2O2 molecule (ωB97M-V/def2-TZVPD, OMol25).

Geometry as ORCA input:
```
! RIJCOSX wB97M-V def2-TZVPD def2/J DEFGRID3
* xyz 0 1
O -1.02 -1.23 -0.15
H 0.39 -0.68 1.33
Cl 1.86 -1.30 -0.36
N -1.14 0.89 -0.69
C 0.67 -0.43 0.40
C 0.15 0.98 -0.04
O 0.70 2.02 0.13
N -1.61 -0.26 -0.62
*
```

E_HOMO = -9.8 eV
Orbital gap = 9.049 eV
LUMO energy = -0.79 eV



Tell me which of them is the least stable. Sure, it is w.



w | # C8H14N2O4

A single C8H14N2O4 molecule (ωB97M-V/def2-TZVPD, OMol25).

Geometry as ORCA input:
```
! RIJCOSX wB97M-V def2-TZVPD def2/J DEFGRID3
* xyz 0 1
C -1.03 0.34 0.06
O -2.06 -3.99 0.32
H 3.08 2.31 -0.18
C 1.45 2.45 -1.69
H 1.89 2.39 -2.69
C -0.67 -2.09 0.46
C -1.94 -2.81 0.09
O 0.87 -1.49 2.07
H 1.44 3.53 -1.48
O -2.18 0.30 0.46
H -2.78 -1.14 -0.45
C -0.24 1.60 -0.19
H 2.63 0.77 -0.86
O -2.89 -2.10 -0.52
H 1.20 0.83 1.04
C 2.23 1.75 -0.58
H 0.12 -2.72 0.06
N 1.12 1.63 0.45
C -0.45 -1.97 1.96
N -0.39 -0.81 -0.24
H -0.46 -2.93 2.43
H -1.11 -1.30 2.51
H 1.24 -1.70 2.94
H 0.63 -0.75 -0.33
H -0.74 2.59 -1.99
H -0.12 1.01 -2.31
H -0.83 2.40 0.28
C -0.01 1.90 -1.64
*
```

E_HOMO = -9.3 eV
Orbital gap = 9.725 eV
LUMO energy = 0.43 eV
SMILES = O=C(O)[C@H](CO)NC(=O)[C@@H]1CCCN1



x | # C8H14N2O4

A single C8H14N2O4 molecule (ωB97M-V/def2-TZVPD, OMol25).

Geometry as ORCA input:
```
! RIJCOSX wB97M-V def2-TZVPD def2/J DEFGRID3
* xyz 0 1
H 4.89 0.08 -0.47
O 1.02 -1.11 1.54
H -2.89 -2.25 0.77
H -1.01 0.19 -1.65
H 1.48 0.37 -1.43
C 1.44 -0.97 0.42
O -1.15 2.37 0.63
H 3.23 1.10 1.00
C -2.97 0.62 -0.76
C 3.12 0.88 -0.13
H -3.14 0.92 -1.76
H -3.91 -1.42 -0.98
H 1.92 -1.68 -1.28
C -1.51 0.22 -0.72
N 0.72 1.42 0.23
C -3.71 -0.57 -0.23
O 1.64 -2.03 -0.42
C -0.61 1.39 0.12
H 1.05 1.98 1.09
O 3.89 -0.10 -0.57
C 1.57 0.40 -0.23
H -4.63 -0.31 0.46
H 3.12 1.81 -0.70
H -3.14 1.64 -0.21
H -2.54 -0.53 1.50
H -0.39 -1.41 -0.02
C -2.69 -1.19 0.63
N -1.45 -1.17 -0.28
*
```

E_HOMO = -8.4 eV
Orbital gap = 8.551 eV
LUMO energy = 0.17 eV
SMILES = O=C(O)[C@H](CO)NC(=O)[C@@H]1CCCN1



Tell me which of them is the least stable. Sure, it is x.



w | # C2H3F2NO

A single C2H3F2NO molecule (ωB97M-V/def2-TZVPD, OMol25).

Geometry as ORCA input:
```
! RIJCOSX wB97M-V def2-TZVPD def2/J DEFGRID3
* xyz 0 1
O -0.54 -0.39 -0.28
C 0.53 0.16 0.13
H 1.91 -1.26 -0.12
F -2.17 1.27 -0.01
N 1.80 -0.28 -0.08
F -2.65 -0.77 0.14
C -1.81 0.04 -0.60
H 2.58 0.12 0.37
H 0.35 1.11 0.45
*
```

E_HOMO (spin up / spin down) = -7.4 / -7.4 eV
Orbital gap (spin up / spin down) = 7.441 / 7.445 eV
LUMO energy (spin up / spin down) = 0.00 / 0.00 eV



x | # C2H3F2NO

A single C2H3F2NO molecule (ωB97M-V/def2-TZVPD, OMol25).

Geometry as ORCA input:
```
! RIJCOSX wB97M-V def2-TZVPD def2/J DEFGRID3
* xyz 0 1
N 0.71 -1.25 0.27
F -0.84 0.35 -1.75
C 0.37 0.06 0.56
O -1.06 0.48 0.55
H 0.57 -1.87 1.07
H 0.18 -1.61 -0.52
C -0.53 0.95 -0.60
F -0.39 2.26 -0.79
H 0.99 0.64 1.22
*
```

E_HOMO = -9.5 eV
Orbital gap = 10.485 eV
LUMO energy = 0.96 eV
SMILES = N[C@@H]1OC1(F)F



Tell me which of them is the least stable. Sure, it is w.